# 1
ORCA calculation (ωB97M-V with the def2-TZVPD basis set) on a gas-phase ion, C9H3N8O8 (charge -1).

E_LUMO ... 1.62 eV
Highest occupied orbital energy ... -5.37 eV
Total charge ... -1
Multiplicity ... 1

XYZ file:
```
28
C9H3N8O8 (ωB97M-V with the def2-TZVPD basis set)
O 0.50368 -1.05694 3.63856
N -0.32057 -0.59956 2.86930
C -0.42678 0.55453 2.12583
C -1.70018 0.54383 1.51552
N -2.36273 -0.63012 1.82279
O -1.53486 -1.29317 2.67003
C -2.06108 1.56743 0.59939
N -3.07171 1.43250 -0.38990
O -3.82110 0.44072 -0.47099
O -3.15422 2.39183 -1.21340
C -1.18355 2.78768 0.38528
C 0.10538 2.64497 1.08739
N 1.23717 3.37875 0.78331
O 1.43019 4.39256 0.13163
O 2.33056 2.68292 1.35682
N 1.90994 1.57417 2.04928
C 0.53632 1.57154 1.85899
H -0.99850 2.90438 -0.69288
N -1.82756 3.99618 0.83575
C -2.14003 4.29335 2.15830
N -2.64392 5.51885 2.27922
C -2.64167 6.01881 0.99551
N -3.14959 7.30291 0.71304
O -3.11401 7.65224 -0.49077
O -3.59965 8.01441 1.61676
C -2.13170 5.10875 0.10153
H -1.96920 3.60206 2.97906
H -1.99627 5.23993 -0.96135
```

Atomic partial charges in e from the Löwdin method, atoms 1 to 2: 0.044, -0.180

=====

# 2
ORCA calculation (ωB97M-V with the def2-TZVPD basis set) on 5 unconnected molecules or ions with the total composition C9H4Cl16FO6PS.

E_LUMO ... -1.98 eV
SMILES ... CP(O)C1=C(S(=O)(=O)F)C(=O)OC1=O.ClC(Cl)(Cl)Cl.ClC(Cl)(Cl)Cl.ClC(Cl)(Cl)Cl.ClC(Cl)(Cl)Cl
Highest occupied orbital energy ... -9.63 eV
Multiplicity ... 1

XYZ file:
```
38
C9H4Cl16FO6PS (ωB97M-V with the def2-TZVPD basis set)
C 3.20826 -0.58313 1.05259
P 2.63714 -0.67218 -0.66903
O 3.26172 0.74076 -1.20972
C 0.85562 -0.20503 -0.52087
C -0.18973 -0.89851 -0.99813
S -0.17699 -2.42503 -1.87004
O -1.44040 -3.05024 -1.74670
O 0.41244 -2.20064 -3.13993
F 0.81370 -3.23586 -1.00464
C -1.46014 -0.15082 -0.72738
O -2.57955 -0.44582 -0.95289
O -1.09069 1.01712 -0.10493
C 0.26845 1.03162 0.08828
O 0.83176 1.90595 0.65420
H 2.43938 -0.84974 1.77227
H 3.60970 0.40588 1.26365
H 4.01356 -1.30951 1.13570
H 2.97095 0.87984 -2.12055
Cl 0.10768 3.11907 3.49284
C -1.21660 4.27638 3.34796
Cl -1.87937 4.22037 1.71299
Cl -2.48375 3.86920 4.50769
Cl -0.61292 5.90200 3.68047
Cl 0.56632 -5.84391 -2.95826
C 0.55700 -6.99847 -1.62714
Cl 0.15681 -8.60577 -2.23819
Cl 2.15513 -7.03805 -0.87175
Cl -0.64463 -6.50608 -0.43135
Cl 1.41342 5.64770 -3.27760
C 1.40841 4.40442 -2.02726
Cl 1.52167 2.80973 -2.80544
Cl 2.78878 4.62730 -0.95662
Cl -0.08854 4.49315 -1.10548
Cl -4.51007 1.55466 0.85999
C -4.43123 0.33368 2.12747
Cl -4.91215 -1.23225 1.47611
Cl -2.77163 0.23074 2.73969
Cl -5.50952 0.78148 3.45199
```

Atomic partial charges in e from the Löwdin method, atoms 1 to 2: -0.240, 0.914